a | This record from the OMol25 dataset describes a 2-piece molecular cluster, C11H18 overall. The level of theory is ωB97M-V with the def2-TZVPD basis set.

Geometry as XYZ:
```
29
Properties=species:S:1:pos:R:3
C 0.24753 -1.30621 -2.38569
C -0.78278 -1.20724 -1.30052
C -1.10501 -2.30742 -0.49820
C -2.21095 -2.30562 0.32188
C -3.02183 -1.16719 0.36350
C -2.66416 -0.03927 -0.35476
C -1.51919 -0.04228 -1.13742
H 0.90839 -2.16573 -2.26066
H 0.92160 -0.44395 -2.35222
H -0.24725 -1.37642 -3.35674
H -0.45490 -3.17611 -0.56640
H -2.47629 -3.16397 0.91982
H -3.89203 -1.11595 1.00342
H -3.28748 0.83929 -0.28499
H -1.22963 0.86131 -1.65865
C 1.35658 2.16308 -0.14146
C 1.07253 1.05995 0.88193
C 2.26777 0.09464 0.86714
C 0.99224 1.70735 2.26658
H 2.32992 2.62392 0.04761
H 0.59651 2.95008 -0.13610
H 1.41020 1.81330 -1.17505
H 0.17275 0.54106 0.57234
H 2.51909 -0.15919 -0.16180
H 3.13495 0.52661 1.36229
H 1.99314 -0.85754 1.33070
H 0.69834 0.97783 3.02605
H 1.96796 2.11905 2.53982
H 0.30202 2.55663 2.26758
```

SMILES: Cc1ccccc1.CC(C)C
HOMO energy: -9.02 eV


b | This record from the OMol25 dataset describes a 2-piece molecular cluster, C11H18 overall. The level of theory is ωB97M-V with the def2-TZVPD basis set.

Geometry as XYZ:
```
29
Properties=species:S:1:pos:R:3
C 4.24732 -2.06599 -1.13802
C 2.87260 -1.53780 -0.84666
C 2.63949 -0.27356 -0.32323
C 1.36210 0.27416 -0.29847
C 0.27193 -0.44940 -0.74299
C 0.48128 -1.76074 -1.16324
C 1.75508 -2.30825 -1.13211
H 4.20839 -3.13508 -1.34831
H 4.99794 -1.82906 -0.38648
H 4.55097 -1.59669 -2.08279
H 3.46101 0.36385 -0.02378
H 1.22652 1.26950 0.10967
H -0.72193 -0.05142 -0.86295
H -0.32408 -2.31901 -1.62668
H 1.87306 -3.28069 -1.60263
C -2.45618 2.89012 1.91435
C -2.62196 1.51500 1.23074
C -3.84723 0.84522 1.87332
C -2.74757 1.73762 -0.28246
H -2.22228 2.76974 2.97763
H -3.37393 3.47851 1.85552
H -1.59931 3.43263 1.51348
H -1.75832 0.88887 1.45943
H -4.77345 1.33009 1.56859
H -3.82232 -0.23972 1.70968
H -3.77306 0.89734 2.96205
H -1.78949 1.50766 -0.73881
H -3.53093 1.12868 -0.73502
H -2.92207 2.77614 -0.57307
```

SMILES: Cc1ccccc1.CC(C)C
HOMO energy: -9.04 eV


Which structure is the most stable? The one labeled a.


a | This record from the OMol25 dataset describes a 2-piece molecular cluster, C2H3F2P overall. The level of theory is ωB97M-V with the def2-TZVPD basis set.

Geometry as XYZ:
```
8
Properties=species:S:1:pos:R:3
C 0.15304 0.63701 0.80848
C 0.98011 -0.21392 0.21428
F 1.39894 -0.02776 -1.05083
F 1.37251 -1.41449 0.64144
P -2.05529 -0.07493 -1.83165
H -0.12038 1.46067 0.26995
H -0.28237 0.44574 1.83064
H -1.44657 -0.81233 -0.88232
```

HOMO energy (spin up / spin down): -8.84 / -8.79 eV


b | This record from the OMol25 dataset describes a 2-piece molecular cluster, C2H3F2P overall. The level of theory is ωB97M-V with the def2-TZVPD basis set.

Geometry as XYZ:
```
8
Properties=species:S:1:pos:R:3
C 0.23881 0.09044 0.87571
C 1.47424 0.04208 -0.01623
F 1.75068 -0.94763 -0.87846
F 2.62515 0.48016 0.58123
P 0.35804 1.44729 -0.53671
H -0.64548 -0.75825 0.78401
H 0.34072 0.33037 1.90427
H -0.19883 0.06341 -2.64087
```

HOMO energy (spin up / spin down): -10.18 / -9.21 eV


Which structure is the most stable? The one labeled a.


a | This record from the OMol25 dataset describes CH4N2O3 as an isolated structure. The level of theory is ωB97M-V with the def2-TZVPD basis set.

Geometry as XYZ:
```
10
Properties=species:S:1:pos:R:3
C -0.76287 -0.34514 -0.19911
H 1.44400 0.39572 -0.41698
H 0.27641 -2.14200 0.22409
H -1.36439 1.49371 -0.32707
H 0.47348 0.81138 1.19335
N 0.25499 -1.08815 0.21308
N -0.49607 0.93627 -0.48598
O 1.50123 -0.87327 -0.37242
O -1.98102 -0.55911 -0.02217
O 0.65423 1.37059 0.19322
```

HOMO energy: -9.35 eV


b | This record from the OMol25 dataset describes a 2-piece molecular cluster, CH4N2O3 overall. The level of theory is ωB97M-V with the def2-TZVPD basis set.

Geometry as XYZ:
```
10
Properties=species:S:1:pos:R:3
C -0.03442 0.32147 0.50377
N -1.11820 0.93912 0.05277
N 1.18256 0.36177 -0.11942
O 2.02225 -0.18048 0.54941
O 1.41379 1.05204 -1.09823
O -0.33523 -1.71154 -0.58446
H -0.10854 -0.17108 1.40246
H -1.96025 0.55296 0.46458
H -1.03936 1.41712 -0.78736
H -0.02259 -2.58138 -0.38353
```

HOMO energy (spin up / spin down): -9.06 / -9.10 eV


Which structure is the most stable? The one labeled a.


a | This record from the OMol25 dataset describes C4H8N2OS as an isolated structure. The level of theory is ωB97M-V with the def2-TZVPD basis set.

Geometry as XYZ:
```
16
Properties=species:S:1:pos:R:3
C 1.75217 -0.03616 1.14104
C 0.90217 -0.39208 -1.01595
C -1.57915 -0.75035 0.36810
C -1.75324 0.72839 -0.01475
H 2.32796 -1.02118 1.10533
H 2.32732 0.94346 0.77330
H 1.40497 0.10502 2.29901
H 2.22147 -0.14397 -0.96255
H 0.64600 -1.64176 -1.20765
H 0.44841 0.19477 -1.95705
H -2.55401 -1.40476 0.40859
H -2.08028 1.81288 -1.72112
N 0.48431 -0.02515 0.36516
N -0.41920 -1.06222 0.73086
O -1.61127 0.92480 -1.35302
S -2.51761 1.76832 1.04069
```

HOMO energy: -8.91 eV


b | This record from the OMol25 dataset describes C4H8N2OS as an isolated structure. The level of theory is ωB97M-V with the def2-TZVPD basis set.

Geometry as XYZ:
```
16
Properties=species:S:1:pos:R:3
C -2.52341 0.12009 0.28198
C -1.20724 -0.12027 -0.44805
C 0.08196 0.77270 -0.13636
C 1.26090 -0.20809 -0.19149
H -2.31742 -0.04515 1.33869
H -3.20809 -0.49242 -0.22265
H -2.85117 1.18118 0.09339
H -1.57595 0.05776 -1.59025
H 0.01813 0.82296 1.00951
H 0.26910 1.76560 -0.61774
H 2.60455 1.11866 0.34876
H 2.96426 -1.32876 0.55966
N 2.50760 0.26161 -0.28608
N 0.96073 -1.44853 -0.12550
O 3.59878 -0.68766 0.10103
S -0.58273 -1.76965 -0.11489
```

HOMO energy: -7.77 eV


Which structure is the most stable? The one labeled b.


a | This record from the OMol25 dataset describes one molecule with the formula C4H8N2OS. The level of theory is ωB97M-V with the def2-TZVPD basis set.

Geometry as XYZ:
```
16
Properties=species:S:1:pos:R:3
C 3.31289 -0.96966 -0.00853
N 2.69879 0.42773 -0.11956
N 1.38714 0.28874 0.03408
C 0.73788 1.34287 -0.03336
C -0.75050 1.16877 0.35289
C -1.38924 -0.23309 0.11120
O -0.61905 -1.32299 0.23243
S -2.97181 -0.23457 -0.23290
H 3.03926 -1.41038 1.02505
H 4.35575 -0.76017 -0.20892
H 2.88813 -1.83852 -0.84819
H 2.80687 0.90032 -1.23941
H 1.22683 2.20185 -0.31562
H -1.23915 2.08163 -0.18119
H -0.95569 1.39931 1.42544
H 0.31170 -1.10571 0.27510
```

SMILES: CN/N=C/CC(O)=S
HOMO energy: -8.39 eV


b | This record from the OMol25 dataset describes one molecule with the formula C4H8N2OS. The level of theory is ωB97M-V with the def2-TZVPD basis set.

Geometry as XYZ:
```
16
Properties=species:S:1:pos:R:3
C -1.13365 -1.11300 0.62061
C 0.38040 -1.28414 0.66688
C 0.98515 -0.29280 -0.30156
S 0.77757 1.43886 0.20226
O 1.09261 1.77865 1.58401
N -0.52132 2.11291 -0.09578
C -1.10483 1.36475 -1.54897
N -1.67863 1.01423 -2.43964
H -1.42187 -0.05564 0.92227
H -1.51225 -1.15725 -0.42469
H -1.68722 -1.89501 1.23180
H 0.62047 -2.25063 0.17524
H 0.88585 -1.06272 1.70299
H 1.99053 -0.41877 -0.47537
H 0.53756 -0.30703 -1.29883
H 1.78964 2.12759 -0.52124
```

SMILES: CCC[S@H](=O)=NC#N
HOMO energy: -10.62 eV


c | This record from the OMol25 dataset describes one molecule with the formula C4H8N2OS. The level of theory is ωB97M-V with the def2-TZVPD basis set.

Geometry as XYZ:
```
16
Properties=species:S:1:pos:R:3
C 3.22739 -0.70141 -0.30047
N 2.09893 -0.18443 0.45478
C 0.92090 -0.46020 0.08206
N -0.21690 0.07749 0.74784
O -1.36937 -0.71708 0.59547
C -2.50009 -0.09501 0.17394
C -2.41634 1.34679 -0.20018
S -3.73085 -1.14786 -0.01538
H 3.75938 0.21258 -0.67239
H 2.94303 -1.30200 -1.20511
H 3.91134 -1.24415 0.31346
H 0.53913 -1.04911 -0.79850
H -0.03177 0.11109 1.74825
H -3.43326 1.68674 -0.41558
H -1.93629 1.92757 0.58443
H -1.76523 1.53899 -1.09262
```

SMILES: C/N=C/NOC(C)=S
HOMO energy: -8.86 eV


d | This record from the OMol25 dataset describes C4H8N2OS as an isolated structure. The level of theory is ωB97M-V with the def2-TZVPD basis set.

Geometry as XYZ:
```
16
Properties=species:S:1:pos:R:3
C -2.81739 -1.37869 0.69405
C -0.71922 -0.26158 0.90755
C 0.92207 0.17811 -0.91151
C 2.34279 0.69852 -1.03370
H -3.70681 -1.47196 -0.25178
H -3.29819 -0.65738 1.71930
H -2.65972 -2.44809 0.89524
H -0.90484 0.01153 1.92650
H 1.01983 1.08853 0.92487
H 2.91470 -0.17775 -0.50899
H 2.48549 0.53904 -2.23467
H 2.09706 2.96720 -0.51831
N -1.59516 -0.83177 0.02771
N 0.43049 0.26382 0.41671
O 0.34112 -0.53048 -1.78642
S 3.14778 2.01095 -0.26654
```

HOMO energy: -9.09 eV


Which structure is the most stable? The one labeled c.